DFT (ωB97M-V/def2-TZVPD) results for a structure of composition C22H32Cl2O3PdS in a non-equilibrium geometry.

Values from the calculation:
- HOMO-LUMO gap (alpha / beta) (Eh) = 0.2513 / 0.2512
- lowest unoccupied orbital energy (alpha / beta) (eV) = -7.1775 / -7.1778
- total charge = +2
- molecular weight (g/mol) = 553.89
- ΔE to the lowest compared entry with this formula, charge and spin (kJ/mol) = 323.26
- highest occupied orbital energy (alpha / beta) (Ha) = -0.5150 / -0.5150
- calculated total energy (a.u.) = -2528.91527
- strongest force on any atom (Eh/bohr) = 0.072
- 2S+1 = 1

```
61
Properties=species:S:1:pos:R:3:forces:R:3
O 1.65468 0.66321 0.39916 1.3 -0.2 -1.5
Pd -0.72743 -0.20612 -0.79657 0.3 -0.5 2.2
C -3.76571 1.15925 -0.18266 0.0 0.0 -0.1
H 2.35937 -4.28329 -3.07794 0.0 0.1 0.0
H 3.97769 1.43366 -2.10970 0.0 0.0 0.0
C 1.19849 3.90765 4.48985 0.1 0.1 0.1
C 3.02340 -2.25343 -3.32547 0.0 0.0 0.0
H -4.04477 -2.89395 -0.99242 -0.1 0.0 0.0
C -0.30923 2.58151 3.17267 -0.2 0.1 0.0
C 0.44563 0.74441 0.89260 -1.0 0.7 -0.3
H 3.82276 1.20008 -0.33125 0.0 -0.1 -0.1
H 0.90550 -1.79600 2.08403 0.0 0.0 0.0
H 3.35417 2.75870 -1.08820 0.0 0.0 0.0
H 3.08521 2.99479 4.92478 0.0 0.0 0.0
C 2.28001 -3.26238 -2.72303 0.0 -0.1 0.0
C 2.89754 -0.94259 -2.89461 0.0 0.0 0.0
H -1.26748 2.49287 2.67011 0.0 0.0 0.1
H -2.58798 -3.64951 -2.79623 0.0 0.0 0.0
C 2.12791 2.88409 4.43082 0.2 -0.1 0.0
H 0.80605 -1.49035 -0.25192 -0.1 0.0 0.2
C -0.33495 0.59666 -3.94129 3.4 1.4 -0.6
C -3.57842 -1.91221 -1.10451 0.1 0.1 0.0
H -0.75659 4.55043 3.89437 0.0 -0.1 0.0
C -0.02322 3.75379 3.86039 -0.2 0.0 -0.2
H -1.31774 -1.09826 1.91844 0.0 0.0 0.0
S 1.72192 1.05989 -1.37696 0.3 -0.7 2.8
C 2.04240 -0.65079 -1.83310 0.2 0.1 -0.5
H -2.58507 -2.04214 -3.54714 0.0 0.0 0.0
C 1.45183 -2.96624 -1.65284 0.0 -0.1 0.0
C -1.13433 -0.22596 2.54644 0.0 0.1 0.2
H 3.44734 -0.16366 -3.40443 0.0 -0.1 0.0
H -4.12155 -1.35732 -1.87802 0.0 0.0 0.0
Cl -1.38907 1.07942 -2.77434 -1.7 0.7 0.1
H -3.12516 2.03844 -0.23605 0.0 0.0 0.0
O -2.21590 -2.07459 -1.49439 -0.1 0.0 -0.2
H 0.22914 -0.31816 -3.77116 -0.8 -0.4 -0.4
H -1.88248 0.52296 2.30601 0.0 0.0 0.0
H -1.04918 -2.79009 -3.00247 0.0 0.0 0.0
C -3.61920 -1.20033 0.22406 0.0 0.0 0.0
Cl 1.42994 1.70674 -3.63134 -0.4 0.2 -1.4
C 1.84292 1.71381 3.73869 0.3 -0.1 0.1
C 0.29938 0.26596 2.31919 -0.3 -0.6 -0.1
H -1.25455 -0.51635 3.59110 0.0 0.0 0.0
C 3.40981 1.67847 -1.21680 -0.1 0.4 -0.2
H -4.53657 1.32796 0.56809 -0.1 0.0 0.0
H 2.59324 0.93325 3.69867 0.0 0.1 0.1
C 1.34365 -1.66062 -1.18820 -0.2 0.0 0.0
H 0.90397 -3.75392 -1.15096 0.0 0.0 0.0
H -4.24473 0.99502 -1.15297 0.1 0.0 0.0
H 1.25823 -1.11285 3.67048 0.0 0.0 0.0
H 3.69329 -2.48051 -4.14536 0.0 0.0 0.0
H -0.06727 1.68753 0.66215 -0.4 -0.1 -0.1
H 2.26885 -0.69198 2.27905 0.0 0.0 0.1
H -3.11146 -1.80909 0.96944 0.0 0.0 0.1
H 1.42998 4.82728 5.01134 0.0 0.0 0.0
C -2.10970 -2.66895 -2.78424 0.0 0.0 0.1
O -2.93788 0.05955 0.20115 0.1 -0.1 -0.3
H -4.65799 -1.06119 0.53047 0.0 0.0 0.1
C 1.25070 -0.89724 2.60273 0.1 0.0 0.0
C 0.61275 1.53866 3.11829 0.1 0.1 -0.1
H -0.41213 1.07406 -4.91800 -0.6 -0.8 0.0
```
Positions in Å, forces in eV/Å.


DFT (ωB97M-V/def2-TZVPD) results for a cluster of 2 separate species, H3N3O2 in total in a non-equilibrium geometry.

Values from the calculation:
- HOMO-LUMO gap (Eh) = 0.2829
- lowest unoccupied orbital energy (eV) = -2.9302
- total charge = 0
- molecular weight (g/mol) = 77.04
- ΔE to the lowest compared entry with this formula, charge and spin (kJ/mol) = 401.89
- highest occupied orbital energy (Ha) = -0.3906
- calculated total energy (a.u.) = -316.25375
- strongest force on any atom (Eh/bohr) = 0.115
- 2S+1 = 1

```
8
Properties=species:S:1:pos:R:3:forces:R:3
N -1.21614 -0.68080 0.47452 5.6 1.1 1.4
O -3.18740 -0.41669 -0.24735 -0.9 0.3 0.2
O -1.94956 1.34175 0.08460 0.0 0.3 0.3
H 0.21898 1.07848 -0.41906 0.6 -0.6 -0.1
H 0.95886 0.62707 0.84839 0.4 0.5 2.6
H -0.97110 -1.67687 0.30091 -1.5 1.2 -0.8
N 0.86582 0.32512 -0.07405 -3.9 -1.2 -1.7
N -2.16565 0.15114 0.09331 -0.2 -1.5 -1.7
```
Positions in Å, forces in eV/Å.


DFT (ωB97M-V/def2-TZVPD) results for a structure of composition C30H36Br2CrN8O5S2 in a non-equilibrium geometry.

Values from the calculation:
- HOMO-LUMO gap (alpha / beta) (Eh) = 0.2724 / 0.2693
- lowest unoccupied orbital energy (alpha / beta) (eV) = -3.3348 / -3.4173
- total charge = +1
- molecular weight (g/mol) = 864.61
- ΔE to the lowest compared entry with this formula, charge and spin (kJ/mol) = 73.63
- highest occupied orbital energy (alpha / beta) (Ha) = -0.3950 / -0.3949
- calculated total energy (a.u.) = -8967.92150
- strongest force on any atom (Eh/bohr) = 0.020
- 2S+1 = 4

```
84
Properties=species:S:1:pos:R:3:forces:R:3
H -7.72067 -2.85189 -2.29432 0.0 0.0 0.0
N -6.87597 -2.47045 -1.90188 -0.1 0.0 -0.1
C 3.08398 0.86389 2.33201 -0.3 0.1 0.1
H 3.29795 1.67674 3.01164 0.0 0.0 0.0
H 0.50547 4.08751 3.31829 0.0 0.0 0.0
C 2.45228 -1.19559 0.65290 -0.1 -0.7 -0.5
O 0.06259 0.48917 -1.38393 0.6 0.2 -0.7
O -0.17324 2.07253 -2.88047 0.0 0.4 -0.4
C 1.98109 -2.30527 -0.23902 0.4 0.5 0.4
Br 5.80326 0.14558 2.60045 0.1 0.0 0.1
H 4.87224 -1.51622 -1.98599 0.0 0.0 0.0
C 2.53434 1.55605 -3.90786 -0.1 0.1 -0.2
H -0.33831 2.78918 -0.57571 0.0 0.0 0.0
Cr -0.31712 -0.61711 0.11624 -0.5 0.5 0.7
N -2.20995 -1.02844 -0.77894 0.2 -0.1 -0.2
H -3.03865 -1.55968 1.01970 0.0 -0.1 0.0
H 5.43838 -1.22093 -3.63283 0.0 0.0 0.0
H 3.76573 -3.48621 -0.16514 0.0 0.0 -0.1
H 1.82705 3.90579 2.15126 0.0 0.0 0.0
C 0.44671 3.19274 0.05397 0.0 0.1 0.1
C -0.83884 -3.47321 3.08344 -0.1 -0.1 0.0
H 0.58197 2.92507 -4.12165 0.0 0.0 -0.2
C 2.25026 -4.35039 -1.41534 0.3 0.0 0.2
H 0.75793 4.16004 -0.34532 0.0 0.0 0.0
C -1.18980 2.79716 1.84004 0.3 0.1 0.0
H -3.62102 -1.27219 -3.82038 0.0 0.0 0.0
N 3.76153 0.97181 -3.96158 0.2 -0.1 0.0
H -3.06043 5.14846 2.81434 0.0 0.0 0.0
C 1.81509 0.68967 1.81127 0.1 0.0 0.1
C -4.40159 -1.93761 -0.61598 0.0 0.0 0.2
N 1.52065 -0.30494 0.97612 -0.3 0.3 0.1
C 2.76839 -3.38324 -0.56654 0.2 -0.2 0.0
C -5.76841 -2.49356 -2.65856 0.2 0.2 0.1
H -0.49349 -3.83056 4.05708 0.0 0.0 0.0
H -6.94549 -1.91132 -1.06956 0.0 0.0 0.0
H -0.43451 -4.12820 2.30859 0.0 0.0 0.0
N 2.73984 0.02200 -2.26789 -0.1 0.0 0.0
Br 3.28958 -5.82850 -1.88436 0.1 -0.1 0.0
H 4.44441 1.22104 -4.66352 0.0 0.0 0.0
H 0.68805 -2.00275 2.93602 0.1 0.0 -0.1
O 3.11426 2.80429 -5.78304 -0.1 0.0 0.0
C -2.00196 4.88721 2.84245 0.0 -0.1 0.0
C 0.23762 -3.11703 -1.49467 0.0 -0.1 -0.1
C 2.26642 2.60303 -4.94699 0.2 -0.1 0.1
N -1.88808 3.42465 2.80988 0.0 0.0 0.0
N -0.04472 3.38436 1.41666 -0.1 0.1 -0.2
H 5.89497 -0.11565 -2.33605 0.0 0.0 0.0
C 1.89873 0.94998 -2.84938 -0.1 -0.2 0.4
H -2.62837 1.70051 3.75782 0.0 0.0 0.0
H 0.53926 -4.94986 -2.57014 0.0 0.0 0.0
H -1.57491 -0.47763 -2.66367 0.0 0.0 0.0
H 0.72965 5.28048 2.02161 0.0 0.0 0.0
C 3.85389 0.06163 -2.96575 0.1 0.0 0.0
O -0.79667 -1.66568 1.53907 -0.5 -0.3 0.4
H -3.87620 2.74413 3.06204 0.0 0.0 0.0
H 4.49488 -1.81851 0.84662 0.0 0.0 0.0
C 3.74093 -1.09690 1.12295 0.3 0.0 0.1
C -3.21668 -1.50612 -0.04518 -0.1 0.0 0.0
H -0.77950 -2.98223 -1.83550 0.0 0.0 0.0
H 0.99962 1.35612 2.06486 0.1 0.0 0.0
H 1.30769 2.51781 0.02598 0.0 0.0 0.0
H -0.74382 -0.06208 3.64335 0.0 -0.1 0.0
C -2.91673 2.73165 3.58343 0.1 0.1 -0.1
C -0.98094 -1.10003 3.89054 -0.1 0.1 0.0
C -4.55576 -1.89936 -1.99318 -0.2 -0.2 -0.1
N 0.72890 -2.18802 -0.67942 -0.3 -0.1 -0.2
C -3.52705 -1.35245 -2.74632 0.0 0.1 -0.1
C 0.97055 -4.21773 -1.90271 -0.3 0.1 -0.1
C -2.38589 -0.92353 -2.10813 0.0 0.1 0.0
C 0.78757 4.21992 2.27682 0.0 -0.1 -0.1
S -1.74475 1.32733 1.20907 -0.1 -0.3 -0.1
H -1.52590 5.32708 1.97315 0.0 0.0 0.0
H -0.57117 -1.32979 4.87744 -0.1 0.0 0.0
C -0.40848 -2.03963 2.84423 0.3 0.1 -0.4
H -5.16580 -2.35091 0.02969 0.1 0.0 0.0
H -2.07031 -1.19839 3.93380 0.1 0.0 0.0
H -1.56703 5.30985 3.74904 0.0 0.0 0.0
C 0.51280 1.19722 -2.35405 0.0 -0.3 0.2
H -3.02419 3.24553 4.53803 0.0 0.0 0.0
C 5.08674 -0.74245 -2.71780 -0.1 0.1 0.0
C 4.05722 -0.04145 1.96311 0.1 -0.2 -0.1
S -5.69426 -3.16875 -4.14880 0.0 0.0 0.1
H -1.93012 -3.54184 3.05612 0.1 0.0 0.0
O 1.13631 3.26702 -4.88358 -0.3 -0.1 0.4
```
Positions in Å, forces in eV/Å.


DFT (ωB97M-V/def2-TZVPD) results for a structure of composition C3H3LiMnO4 in a non-equilibrium geometry.

Values from the calculation:
- HOMO-LUMO gap (alpha / beta) (Eh) = 0.3080 / 0.2979
- lowest unoccupied orbital energy (alpha / beta) (eV) = -5.2228 / -5.9442
- total charge = +1
- molecular weight (g/mol) = 164.93
- ΔE to the lowest compared entry with this formula, charge and spin (kJ/mol) = 0.00
- highest occupied orbital energy (alpha / beta) (Ha) = -0.4999 / -0.5163
- calculated total energy (a.u.) = -1575.26859
- strongest force on any atom (Eh/bohr) = 0.091
- 2S+1 = 7

```
12
Properties=species:S:1:pos:R:3:forces:R:3
H -1.90759 0.99126 0.85172 0.5 1.7 -2.2
Li 3.55059 -0.13755 0.00383 -0.4 -0.3 -0.6
C -1.06426 -0.55265 0.14741 0.3 -2.1 -1.0
C 1.37076 -0.54724 0.16724 -1.3 -2.8 -3.4
O 0.38427 -0.90748 0.91838 -1.5 1.4 0.2
Mn 0.38936 2.03412 -0.23661 -0.9 0.2 0.1
H -2.02703 1.02984 -1.04868 0.1 -0.4 0.4
O 1.85898 -1.33066 -0.66976 1.4 0.1 1.5
O 1.70681 0.69396 0.01734 2.0 2.1 1.4
O -1.95017 -1.14703 0.89222 0.6 0.8 -0.7
H -0.96068 -1.02852 -0.84869 0.4 -0.8 0.5
C -1.35105 0.90195 -0.19440 -1.1 0.3 3.8
```
Positions in Å, forces in eV/Å.